No. 1
C7H12NO2 | ωB97M-V/def2-TZVPD

Element x y z (Å)
C1 1.624 -0.977 -0.635
C2 0.807 -0.583 0.331
C3 -0.571 -0.563 0.292
C4 0.986 -1.533 -1.916
C5 -0.990 -0.070 -0.991
C6 -0.481 -1.277 -1.917
C7 0.303 2.067 2.327
N1 -0.598 2.316 3.246
O1 -1.365 -1.065 1.220
O2 1.591 2.105 2.711
H1 2.761 -0.984 -0.564
H2 1.472 -1.339 -2.926
H3 1.146 -2.660 -1.949
H4 -2.077 0.047 -1.068
H5 -0.478 0.884 -1.231
H6 -0.821 -1.085 -3.041
H7 -1.044 -2.173 -1.479
H8 -0.016 1.924 1.373
H9 -0.214 2.481 4.158
H10 -0.863 -1.362 1.983
H11 -1.547 2.721 3.145
H12 2.105 1.492 2.200

Results
Total energy = -478.77681 Ha
Orbital gap = 6.73 eV
Energy relative to the best compared isomer or geometry (same formula, charge and spin) = 97.60 kcal/mol
Total charge = +1
Lowest unoccupied orbital energy = -4.698 eV

These are the natural (NBO) partial charges, in e, on atoms 1 to 6: C -0.175; C -0.360; C 0.406; C -0.501; C -0.490; C -0.386


No. 2
C4H3Cl2FeN5O3Pr | ωB97M-V/def2-TZVPD

Element x y z (Å)
Fe1 -0.683 -0.526 -2.953
Pr1 0.142 -0.399 -0.087
Cl1 -1.547 -2.044 -1.442
Cl2 -1.206 1.365 -1.621
C1 1.381 1.826 0.922
C2 -0.018 -1.904 -3.901
C3 -0.008 0.644 -4.173
O1 1.779 2.831 1.328
O2 0.193 -2.899 -4.470
O3 0.296 1.273 -5.104
N1 -0.544 -1.804 5.298
N2 -0.885 -1.679 3.985
N3 -2.038 -2.233 3.571
C4 -2.030 -1.912 2.277
N4 -0.913 -1.214 1.906
N5 -0.173 -1.057 3.052
H1 0.317 -1.416 5.631
H2 -1.164 -2.381 5.846
H3 -2.818 -2.197 1.593

Results
Total energy = -3352.94063 Ha
Orbital gap (alpha / beta) = 6.62 / 6.31 eV
Energy relative to the best compared isomer or geometry (same formula, charge and spin) = 0.00 kcal/mol
Multiplicity = 8
Total charge = +4
Lowest unoccupied orbital energy (alpha / beta) = -16.996 / -18.845 eV
⟨S²⟩ = 15.785

These are the Löwdin partial charges, in e, on atoms 1 to 6: Fe 0.281; Pr 1.033; Cl 0.320; Cl 0.338; C 0.027; C -0.056


No. 3
C3H3IO2 | ωB97M-V/def2-TZVPD

Element x y z (Å)
O1 0.432 -2.088 -0.522
C1 -0.443 -1.499 -0.032
C2 -1.533 -0.907 0.206
C3 -2.395 -0.024 0.944
O2 -2.887 -1.071 0.129
H1 -2.471 -0.159 2.139
H2 -2.613 1.049 0.742
I1 3.382 0.000 -0.291
H3 2.475 -0.432 1.080

Results
Total energy = -564.13593 Ha
Orbital gap = 8.72 eV
Energy relative to the best compared isomer or geometry (same formula, charge and spin) = 83.39 kcal/mol
Lowest unoccupied orbital energy = -0.113 eV

These are the natural (NBO) partial charges, in e, on atoms 1 to 6: O -0.427; C 0.605; C -0.084; C -0.066; O -0.413; H 0.182


No. 4
HNO4S | ωB97M-V/def2-TZVPD

Element x y z (Å)
N1 0.546 0.817 -0.096
O1 -2.663 0.636 -0.938
O2 -1.616 -0.901 0.594
O3 -0.288 1.491 0.470
O4 1.673 1.079 -0.438
S1 -2.537 0.214 0.433
H1 0.126 -0.094 -0.450

Results
Total energy = -754.39010 Ha
Orbital gap = 10.60 eV
Energy relative to the best compared isomer or geometry (same formula, charge and spin) = 1.48 kcal/mol
Lowest unoccupied orbital energy = -1.362 eV

These are the natural (NBO) partial charges, in e, on atoms 1 to 6: N 0.398; O -0.828; O -0.874; O -0.398; O -0.328; S 1.688


No. 5
C8H18N2 | ωB97M-V/def2-TZVPD

Element x y z (Å)
C1 0.413 1.727 1.804
C2 1.113 0.631 1.004
N1 2.515 0.718 1.161
C3 0.524 -0.665 1.003
C4 1.349 -1.868 0.630
C5 -0.940 -0.708 0.551
C6 -1.067 -0.149 -0.872
C7 -2.289 0.731 -1.077
C8 -0.939 -1.215 -1.948
N2 0.269 0.899 -1.036
H1 0.475 1.515 2.873
H2 0.876 2.703 1.619
H3 -0.638 1.819 1.528
H4 2.865 1.668 1.081
H5 3.029 0.053 0.595
H6 0.788 -2.788 0.821
H7 1.643 -1.897 -0.435
H8 2.284 -1.905 1.199
H9 -1.297 -1.745 0.586
H10 -1.564 -0.122 1.237
H11 -3.199 0.144 -0.901
H12 -2.307 1.564 -0.370
H13 -2.339 1.133 -2.093
H14 -1.892 -1.748 -2.063
H15 -0.192 -1.970 -1.691
H16 -0.686 -0.787 -2.923
H17 0.163 1.899 -0.860
H18 1.043 0.363 -1.422

Results
Total energy = -425.03118 Ha
Orbital gap = 7.12 eV
Energy relative to the best compared isomer or geometry (same formula, charge and spin) = 62.59 kcal/mol
Lowest unoccupied orbital energy = 0.868 eV

These are the natural (NBO) partial charges, in e, on atoms 1 to 6: C -0.655; C 0.301; N -0.826; C -0.196; C -0.644; C -0.463


No. 6
C24H28ClNOPSm | ωB97M-V/def2-TZVPD

Element x y z (Å)
Sm1 -0.654 -0.436 0.836
Cl1 -0.321 1.533 2.479
P1 -0.048 1.055 -1.437
C1 -1.485 0.179 -2.128
C2 -1.270 -0.720 -3.190
C3 -2.361 -1.355 -3.771
C4 -3.654 -1.138 -3.277
C5 -3.849 -0.326 -2.163
C6 -2.771 0.322 -1.543
C7 -0.274 2.814 -1.565
C8 0.514 3.650 -0.749
C9 0.318 5.033 -0.800
C10 -0.678 5.565 -1.636
C11 -1.503 4.711 -2.376
C12 -1.317 3.337 -2.335
C13 1.472 0.598 -2.222
C14 2.479 -0.078 -1.507
C15 3.716 -0.266 -2.119
C16 3.928 0.153 -3.435
C17 2.914 0.837 -4.128
C18 1.686 1.085 -3.521
H1 1.244 3.208 -0.060
H2 0.953 5.697 -0.203
H3 -0.787 6.650 -1.718
H4 -2.305 5.121 -2.978
H5 -1.997 2.651 -2.827
H6 -0.249 -0.853 -3.563
H7 -2.193 -1.999 -4.633
H8 -4.498 -1.627 -3.764
H9 -4.858 -0.160 -1.791
H10 -2.939 1.035 -0.716
H11 2.295 -0.449 -0.489
H12 4.518 -0.740 -1.557
H13 4.888 -0.029 -3.922
H14 3.072 1.191 -5.146
H15 0.884 1.637 -4.024
H16 -0.388 -3.172 -2.264
H17 0.345 -2.978 -2.197
O1 1.105 -1.479 1.564
C19 0.644 -1.920 2.684
C20 1.178 -3.072 3.420
C21 1.776 -2.659 4.771
C22 0.638 -2.398 5.775
C23 -0.356 -1.272 5.416
C24 -1.365 -1.726 4.349
N1 -0.716 -1.650 2.939
H18 0.300 -3.733 3.641
H19 1.959 -3.511 2.767
H20 2.464 -3.429 5.167
H21 2.401 -1.766 4.706
H22 0.040 -3.337 5.794
H23 1.072 -2.142 6.760
H24 -0.878 -1.006 6.358
H25 0.055 -0.335 5.012
H26 -1.696 -2.759 4.528
H27 -2.286 -1.139 4.370
H28 -1.161 -2.405 2.419

Results
Total energy = -2520.28044 Ha
Orbital gap (alpha / beta) = 6.04 / 6.44 eV
Multiplicity = 6
Total charge = +2
Lowest unoccupied orbital energy (alpha / beta) = -7.957 / -7.535 eV
⟨S²⟩ = 8.782

These are the Löwdin partial charges, in e, on atoms 1 to 6: Sm 1.411; Cl -0.110; P 0.931; C -0.434; C -0.113; C -0.045


- total energy of number 1 (C7H12NO2)?
  -478.77681 Ha


- What is the formula in the second record?
  C4H3Cl2FeN5O3Pr


- What is the total energy in the sixth record?
  -2520.28044 Ha


- What is the formula in the fourth record?
  HNO4S